[1]
Molecular formula: C3H4CdO2
Method: DFT, ωB97M-V/def2-TZVPD

Cartesian coordinates (Å):
C1 -2.03 -0.01 0.44
C2 -1.06 0.11 -0.58
H1 -1.33 0.38 -1.60
H2 -0.13 -0.43 -0.34
C3 -0.94 1.37 0.81
O1 -0.89 2.54 0.45
Cd1 -0.08 4.29 1.01
H3 -0.40 1.05 1.72
O2 -3.25 0.41 0.19
H4 -3.87 -0.32 0.23

Summary:
**Charge**: +1
**Multiplicity**: 2
**Total energy**: -434.45314 Ha
**Molar mass**: 184.475 Da



[2]
Molecular formula: C6H9LiN3S
Method: DFT, ωB97M-V/def2-TZVPD

Cartesian coordinates (Å):
Li1 2.38 -0.61 1.82
N1 3.02 0.00 3.61
H1 2.65 -0.53 4.39
H2 2.77 0.97 3.79
H3 4.03 -0.05 3.71
N2 -2.45 -0.20 -3.22
C1 -2.41 0.49 -2.07
S1 -3.52 1.62 -1.65
C2 -1.25 0.18 -1.18
C3 -1.35 0.37 0.20
C4 -0.26 0.10 1.00
N3 0.92 -0.32 0.53
C5 1.02 -0.49 -0.80
C6 -0.02 -0.26 -1.68
H4 -3.21 -0.04 -3.85
H5 -1.86 -0.99 -3.39
H6 -2.28 0.72 0.62
H7 -0.34 0.23 2.07
H8 1.98 -0.81 -1.18
H9 0.16 -0.38 -2.73

Summary:
**Charge**: +1
**Multiplicity**: 1
**Total energy**: -803.88865 Ha
**Molar mass**: 162.167 Da



[3]
Molecular formula: C10H11ClNS2
Method: DFT, ωB97M-V/def2-TZVPD

Cartesian coordinates (Å):
C1 4.12 1.08 -0.17
C2 2.84 1.21 -0.74
C3 4.33 -0.15 0.46
C4 2.15 0.05 -0.64
C5 -3.40 -0.03 -0.85
C6 -2.74 1.27 -1.04
C7 -2.97 -1.01 0.01
C8 -1.48 1.45 -0.70
C9 -1.74 -0.85 0.88
C10 -0.60 0.56 0.05
N1 -0.77 -1.97 1.05
S1 2.99 -1.16 0.28
S2 0.53 -0.35 -1.09
Cl1 0.28 1.17 1.46
H1 4.81 1.89 0.02
H2 2.44 1.97 -1.35
H3 5.13 -0.60 0.95
H4 -4.42 -0.20 -1.33
H5 -3.23 2.15 -1.63
H6 -3.65 -1.80 0.24
H7 -1.05 2.31 -0.94
H8 -2.08 -0.35 1.81
H9 0.12 -1.51 1.35
H10 -0.56 -2.40 0.18
H11 -1.07 -2.72 1.72

Summary:
**Charge**: +1
**Multiplicity**: 3
**Total energy**: -1698.45246 Ha
**Molar mass**: 244.792 Da



[4]
Molecular formula: C28H34ClN5NaO5PSSe2
Method: DFT, ωB97M-V/def2-TZVPD

Cartesian coordinates (Å):
Na1 2.56 0.10 -0.70
O1 4.82 2.89 -1.15
Cl1 4.50 1.62 -1.74
O2 5.35 1.39 -2.86
O3 4.65 0.58 -0.77
O4 3.12 1.65 -2.17
Se1 1.84 -0.58 2.98
P1 0.66 -2.31 2.54
Se2 -0.07 -2.65 0.55
C1 1.58 -3.84 3.04
C2 2.85 -3.74 3.60
C3 3.59 -4.89 3.88
C4 3.06 -6.14 3.60
C5 1.80 -6.24 3.04
C6 1.07 -5.10 2.75
C7 -0.84 -2.30 3.62
C8 -1.08 -1.22 4.47
C9 -2.27 -1.14 5.18
C10 -3.23 -2.13 5.07
C11 -2.99 -3.21 4.22
C12 -1.81 -3.28 3.50
H1 3.26 -2.76 3.80
H2 4.58 -4.80 4.29
H3 3.64 -7.03 3.81
H4 1.39 -7.22 2.80
H5 0.11 -5.18 2.25
H6 -0.33 -0.44 4.55
H7 -2.45 -0.28 5.83
H8 -4.16 -2.06 5.62
H9 -3.75 -3.98 4.11
H10 -1.66 -4.10 2.80
C13 -2.51 3.38 -0.32
C14 -2.49 1.99 0.29
N1 -1.16 1.65 0.76
C15 -0.07 2.49 0.73
N2 1.10 1.99 0.85
C16 2.19 2.88 1.18
C17 2.05 4.25 0.53
C18 0.69 4.83 0.89
N3 -0.35 3.85 0.67
C19 -1.72 4.31 0.60
H11 -3.53 3.73 -0.46
H12 -2.01 3.35 -1.29
H13 -2.82 1.25 -0.44
H14 -3.19 1.96 1.14
H15 -0.88 0.68 0.69
H16 3.13 2.42 0.87
H17 2.23 2.99 2.28
H18 2.13 4.13 -0.55
H19 2.84 4.93 0.87
H20 0.47 5.71 0.28
H21 0.69 5.15 1.95
H22 -1.72 5.33 0.21
H23 -2.20 4.33 1.59
C20 3.79 -2.76 -1.86
C21 2.96 -1.61 -2.46
O5 3.00 -1.48 -3.69
H24 4.33 -3.35 -2.63
H25 3.12 -3.40 -1.29
H26 4.52 -2.31 -1.17
N4 1.02 1.10 -4.03
C22 -0.23 0.71 -3.69
S1 -0.54 0.03 -2.22
N5 -1.15 0.96 -4.69
C23 -2.54 0.89 -4.75
C24 -3.34 0.09 -3.92
C25 -4.71 0.10 -4.08
C26 -5.33 0.87 -5.05
C27 -4.54 1.64 -5.89
C28 -3.17 1.65 -5.74
H27 1.75 0.81 -3.38
H28 1.30 1.02 -4.99
H29 -0.76 1.50 -5.45
H30 -2.87 -0.51 -3.16
H31 -5.32 -0.52 -3.42
H32 -6.41 0.86 -5.17
H33 -5.00 2.25 -6.66
H34 -2.55 2.26 -6.39

Summary:
**Charge**: -2
**Multiplicity**: 1
**Total energy**: -7902.13121 Ha
**Molar mass**: 800.014 Da



[5]
Molecular formula: C2H10OSi3
Method: DFT, ωB97M-V/def2-TZVPD

Cartesian coordinates (Å):
C1 2.33 -1.65 1.82
C2 1.05 -1.66 1.38
O1 0.07 1.14 1.12
Si1 -1.91 1.51 -1.26
Si2 -0.07 0.29 -1.82
Si3 0.48 -0.14 0.32
H1 2.69 -2.58 2.17
H2 3.08 -0.87 1.82
H3 0.56 -2.57 1.45
H4 -0.53 1.44 1.83
H5 -1.41 2.74 -0.38
H6 -2.50 2.14 -2.54
H7 -3.09 1.17 -0.36
H8 -0.26 -0.95 -2.65
H9 1.10 0.99 -2.26
H10 -1.59 -1.01 -0.63

Summary:
**Charge**: 0
**Multiplicity**: 1
**Total energy**: -1025.74014 Ha
**Molar mass**: 134.359 Da



[6]
Molecular formula: C3H2O4
Method: DFT, ωB97M-V/def2-TZVPD

Cartesian coordinates (Å):
C1 0.21 -0.67 0.52
C2 -0.37 0.23 -0.51
C3 1.40 3.10 -1.27
O1 0.84 -1.71 0.43
O2 -1.19 1.02 -0.11
O3 0.44 3.64 -0.93
O4 2.33 2.51 -1.62
H1 -0.12 -0.20 1.48
H2 0.05 0.31 -1.47

Summary:
**Charge**: 0
**Multiplicity**: 1
**Total energy**: -416.46183 Ha
**Molar mass**: 102.045 Da



[7]
Molecular formula: C3H6O2
Method: DFT, ωB97M-V/def2-TZVPD

Cartesian coordinates (Å):
O1 0.84 -0.19 -2.00
C1 -0.30 -0.53 -1.92
H1 -0.63 -1.50 -1.52
H2 -1.10 0.16 -2.25
O2 -1.40 -0.57 0.86
C2 -0.22 -0.45 1.10
C3 0.50 0.86 1.07
H3 0.35 -1.31 1.52
H4 0.56 1.22 2.10
H5 1.46 0.75 0.57
H6 -0.07 1.56 0.46

Summary:
**Charge**: 0
**Multiplicity**: 1
**Total energy**: -268.33742 Ha
**Molar mass**: 74.079 Da



[8]
Molecular formula: C2H2ClN
Method: DFT, ωB97M-V/def2-TZVPD

Cartesian coordinates (Å):
C1 0.41 -0.13 -0.71
C2 0.17 1.06 -0.95
N1 -0.55 -1.36 1.06
Cl1 -0.66 -0.49 2.35
H1 0.52 -1.16 -0.48
H2 0.11 2.07 -1.26

Summary:
**Charge**: 0
**Multiplicity**: 1
**Total energy**: -592.11177 Ha
**Molar mass**: 75.498 Da



What is the molar mass in the third record? 244.792 Da



Which of these has the lowest total energy? C28H34ClN5NaO5PSSe2



The lowest charge belongs to which entry? C28H34ClN5NaO5PSSe2